115
Properties=species:S:1:pos:R:3 method="wB97M-V/def2-TZVPD" homo_lumo_gap_ev=7.6 fmax_ha_per_bohr=0.0159
C 2.6563 1.7569 3.9555
C -1.3165 2.2695 -0.7500
H -0.0632 -3.3597 -5.9541
H 6.0922 1.1496 -2.0172
H -3.3852 0.0512 -2.9853
C -0.6227 -4.5458 -2.3348
C 2.6908 1.2245 2.6793
H 3.2071 -5.4763 2.9556
H 3.1645 3.4902 5.1026
C 0.1459 -3.3896 -2.5542
H 3.7769 -3.0682 3.3204
H 4.3554 3.6320 0.9712
C 3.8690 3.1338 1.7994
C 0.0103 1.8621 -0.5572
H -3.2746 2.3540 1.9758
C -0.8270 5.3055 2.3955
C -1.7845 1.5631 6.4706
C 1.8623 -2.3967 2.6169
C -1.1731 -5.2568 -3.3887
C -1.0018 -0.6712 6.0971
H -0.2524 -1.0876 4.1385
C 0.9801 0.9474 -3.2134
H 4.7606 -2.2225 -4.3341
C 3.7949 3.7052 3.0616
H -0.8100 -1.6751 6.4547
H -0.5270 1.9321 -6.0832
C -0.9281 0.9445 4.2958
N -2.6690 -1.8938 -3.2315
C -1.5565 0.2806 6.9439
H -0.7510 -4.8878 -1.3149
C 3.1972 3.0231 4.1265
F -1.0120 5.8128 -1.3751
H 1.6783 2.0441 -4.9082
C -2.9066 -1.9161 -4.6973
N 2.3322 -0.0667 0.7245
H -1.7460 -6.1540 -3.1869
H -2.1167 1.5401 -0.6738
C -1.4162 0.8080 -4.4870
H -3.6373 -2.5030 -1.4636
H -2.3964 0.8056 -4.9540
C 4.1758 0.3148 -1.5641
C 0.3561 -3.9789 1.9776
N 3.2323 -0.5811 -1.8347
H -3.1034 0.2554 3.2522
C 2.4910 -4.6963 2.7298
C -0.3607 3.9995 2.4750
C 0.8438 1.5129 -4.4669
C -1.6150 0.0625 1.7158
N 4.0189 1.2111 -0.5217
C -3.0838 -2.1454 0.9058
H -3.7696 -1.2876 -4.9110
H 0.9172 -6.0424 2.0986
C -3.5430 -1.3875 1.9700
C -1.4777 1.8926 5.1554
H -0.6369 -4.1757 1.5898
C 4.6285 -1.4793 -3.5602
C 0.3015 -2.9611 -3.8831
H -1.5790 -2.4164 -0.5667
H 2.2049 1.2141 4.7756
C 3.2860 1.8893 1.6341
H 0.8635 -2.0582 -4.0835
H -2.2091 2.3153 7.1239
H -2.5361 6.5645 2.0898
C -2.1721 5.5478 2.1638
H -1.8079 0.0237 7.9651
C -2.7953 -0.2941 2.3699
C 3.4746 -1.4654 -2.8027
H 0.6953 3.8086 2.6365
Ti 0.6283 -0.1932 -0.4931
C -1.2338 2.9244 2.3330
H 2.7024 -2.2038 -2.9603
C -3.7770 -2.5895 -2.5355
H -2.7088 3.8699 -1.1632
H 1.9277 1.1127 -2.7185
C -0.0340 0.2414 -2.5384
H -3.1001 -2.9414 -4.9997
C -0.6867 -0.3400 4.7896
H -4.4386 -1.6690 2.5094
H -2.0311 -1.5366 -5.2110
H -1.3821 -5.4137 -5.5257
C 0.9714 2.8768 -0.6469
H 4.2177 4.6872 3.2313
C -1.6753 3.5782 -1.0287
H 6.5160 -0.4832 -3.8723
H -2.4447 -0.5785 -1.6151
H -1.6580 2.9032 4.8106
H 1.4064 4.9686 -0.9766
C 5.5987 -0.5161 -3.2983
C 2.2674 -0.0962 2.1531
H -3.6107 -3.0507 0.6198
C -1.2493 0.1799 -3.2444
C -3.0502 4.4806 2.0170
C -0.3797 1.4568 -5.1226
P -0.4850 1.2659 2.5307
C -1.9242 -1.7766 0.2373
C 1.2214 -5.0163 2.2517
S 0.9204 -2.6238 -1.1803
H 2.0252 2.6606 -0.5443
C -0.2319 -3.6943 -4.9371
C -2.5839 3.1783 2.1029
H -0.1359 6.1326 2.4978
H -3.7834 -3.6342 -2.8371
C -0.6785 4.5279 -1.1084
H -4.1010 4.6660 1.8312
H -4.7111 -2.1107 -2.8244
H -1.7828 -2.3960 -3.0612
C 3.2275 0.9898 0.4586
C -0.9738 -4.8430 -4.7018
N 2.1531 -1.0792 2.9416
C -2.4791 -0.4860 -2.6969
C -1.1489 -0.6604 0.5926
C 0.6450 4.2017 -0.9144
C 2.8163 -3.3762 2.9322
C 5.3730 0.3900 -2.2880
N 0.6611 -2.6915 2.1489